(1)
The following is a DFT calculation (ωB97M-V/def2-TZVPD) of a structure of composition C25H55NO2PdSi2 in a non-equilibrium geometry.

- maximum force (eV/A) = 1.6
- HOMO (spin up / spin down) (eV) = -6.994 / -8.464
- relative energy (zero: lowest compared OMol25 entry of this formula, charge and spin) (kcal per mole) = 2.3
- spin multiplicity = 3
- net charge = 0
- orbital gap (spin up / spin down) (eV) = 7.648 / 7.960
- calculated total energy (Ha) = -1897.54946
- ⟨S²⟩ = 2.01

Last column: Mulliken spin population.
Geometry (Å):
C 3.971048 -1.425366 -1.310507  -0.002
C 1.171182 2.251969 1.915982  -0.038
H 0.469386 -4.085432 2.564286  -0.001
H 5.028614 -1.211480 -1.147005  0.001
C -1.449240 -0.063367 -0.847583  -0.155
C -1.638263 3.420350 -2.778079  0.001
H 2.320072 1.853816 -0.093022  0.000
H -1.253346 5.399200 -3.459270  0.000
H 0.299261 0.707178 -5.509653  0.000
C 1.604046 1.968248 -0.916833  0.007
Pd 0.676096 -1.927008 1.369699  1.229
H -1.619354 3.738454 -1.725543  0.000
H -3.339719 -1.761415 3.523230  0.000
H -2.930215 -3.129563 2.442740  -0.008
H 1.522735 0.984742 -1.431622  -0.001
H -0.295372 3.554391 1.037613  0.000
C 2.832643 -1.493506 3.487300  -0.019
H -5.260456 -0.788435 -0.058853  0.000
H 2.995376 -3.927167 1.134524  0.005
H 0.895199 0.625943 -3.840618  0.001
H 0.752151 2.260470 2.928366  -0.001
H -1.662440 2.078149 -4.804329  0.000
C 3.118656 -1.497930 -0.190539  -0.162
H 0.210046 4.412744 -3.324928  0.000
H -3.176649 -3.414354 4.193923  0.002
H -3.529254 1.926073 0.913626  0.000
H 0.830597 2.198319 -4.700009  0.000
C -2.783559 -2.707583 3.447520  0.028
Si -0.960717 -2.358925 3.745854  -0.011
C 1.794204 -1.845495 -0.358526  0.489
C -0.567803 -0.929385 2.553172  0.530
H 1.647010 1.261274 1.758050  0.024
C -3.659531 2.015996 -0.172286  0.000
H -1.293157 -2.113749 6.185950  0.003
N 2.775102 -2.037148 2.123896  0.131
Si -3.288186 0.391284 -1.025854  0.004
H 3.871709 -1.486117 3.846533  0.005
C 3.298217 -3.420451 2.060560  -0.014
H 1.982998 4.040798 -1.351474  0.000
H -0.944853 4.162637 -4.685709  0.000
H -0.814579 0.869571 -0.800210  -0.028
C -1.100016 1.458476 -4.086871  0.001
H 1.923432 3.053506 1.838444  0.000
H -0.642744 -4.796996 3.752024  0.002
H 1.688788 -2.144441 -3.737592  -0.001
C 0.032385 -3.949009 3.572581  0.031
H 0.841408 -3.983543 4.314718  0.002
H 2.928894 -3.985649 2.924766  -0.003
H 0.395622 -1.717613 5.743598  0.000
O -1.157922 2.069386 -2.792028  -0.005
H -3.747293 -1.431828 0.632094  0.003
H 1.560429 3.078323 -2.807565  0.000
H -3.038396 2.848537 -0.524733  0.000
C 2.099035 -1.966015 -2.743339  -0.001
H 0.021286 -0.084789 2.974113  -0.027
H -3.537112 1.170578 -3.443937  -0.001
H -1.610853 0.485244 -4.028520  0.000
H 3.341030 -0.113527 1.442589  0.020
H -0.832581 1.886351 1.223173  0.000
C 0.323331 1.237069 -4.550199  -0.001
O 0.288286 2.331766 -0.439598  -0.006
H 3.160849 2.915963 -2.066080  0.000
H -1.243197 -0.674099 0.046507  0.118
H -1.102987 -0.624918 -1.728242  -0.017
H 4.397444 -3.386840 2.105869  0.001
C 2.098123 3.062415 -1.842719  0.001
H 4.106785 -1.564750 -3.448759  0.001
C 3.449364 -1.648686 -2.582278  0.011
H 2.205227 -2.087662 4.156075  0.003
H -2.683087 3.403068 -3.118900  0.000
H 0.209656 -2.335447 -1.698678  0.031
H -5.065505 0.611469 -2.727403  0.000
C 3.556436 -1.169269 1.193830  -0.007
C -3.976306 0.421551 -2.777159  0.002
C 0.039384 2.505950 0.950009  0.005
H 4.633707 -1.328305 1.352153  0.003
C -0.655923 -1.613732 5.443101  0.032
C 1.255485 -2.069883 -1.613981  -0.157
H -1.445992 -0.503299 2.039381  -0.061
H 2.457887 -0.461384 3.465011  0.000
H -4.242368 -1.883279 -1.019200  0.001
H -4.710042 2.272090 -0.373731  0.000
H -0.913158 -0.544880 5.414842  -0.002
H -3.842154 -0.568991 -3.230794  0.000
C -4.221861 -1.064336 -0.285110  0.001
C -0.844432 4.393696 -3.617835  0.000

Cartesian forces, eV/Å:
C -0.4 0.0 0.7
C 0.4 -0.1 0.1
H -0.2 -0.1 0.5
H -0.2 0.0 -0.2
C 0.2 0.8 -0.3
C 0.0 -0.6 0.1
H -0.3 0.0 -0.2
H 0.1 -0.1 -0.1
H 0.1 0.1 0.1
C -0.6 -0.1 0.0
Pd 0.5 -0.8 -1.2
H 0.1 -0.2 -0.3
H 0.1 -0.3 0.0
H 0.0 0.1 0.2
H 0.0 0.5 0.3
H 0.1 -0.2 0.3
C 0.2 0.1 -0.2
H 0.1 -0.2 0.0
H 0.1 0.3 0.3
H -0.2 0.2 -0.1
H 0.1 0.1 -0.1
H 0.1 -0.2 0.0
C 0.8 0.2 -1.4
H -0.3 0.0 -0.2
H 0.0 0.2 -0.3
H 0.0 0.1 -0.1
H 0.0 -0.3 0.0
C 0.1 -0.1 0.2
Si -0.3 1.0 -0.4
C -1.2 0.1 0.3
C -0.3 1.1 0.8
H -0.3 0.5 0.1
C -0.3 0.1 0.1
H 0.2 0.2 0.0
N 0.6 0.3 0.4
Si 0.8 -0.6 -0.1
H -0.1 0.0 0.2
C 0.0 0.1 0.3
H 0.0 -0.3 -0.2
H 0.2 0.1 0.2
H -0.8 -1.2 -0.1
C -0.3 0.1 0.3
H -0.1 -0.4 0.1
H 0.2 0.1 0.0
H 0.2 0.1 0.2
C 0.1 -0.3 -0.2
H -0.1 -0.1 -0.2
H 0.0 0.1 -0.3
H -0.2 0.1 0.0
O 0.1 0.4 -0.6
H -0.1 0.0 -0.1
H 0.2 -0.1 0.6
H -0.1 -0.3 0.1
C -0.5 -0.1 0.4
H -0.4 -0.5 0.0
H -0.2 -0.1 0.2
H 0.1 0.3 0.1
H 0.0 -0.4 -0.1
H 0.3 0.0 -0.2
C 0.1 0.2 -0.2
O 1.1 0.0 0.1
H -0.1 0.0 0.0
H -0.2 0.1 -0.4
H -0.1 0.1 0.2
H -0.1 -0.1 0.0
C 0.1 0.1 -0.4
H -0.2 -0.1 0.2
C 0.1 0.1 0.0
H 0.1 0.1 -0.1
H 0.0 0.2 0.1
H 0.1 0.0 -0.2
H 0.4 -0.1 0.0
C -0.2 -0.2 0.6
C -0.2 0.2 -0.2
C -0.6 0.4 -0.2
H -0.1 0.0 0.0
C -0.2 -0.1 0.2
C 1.1 0.0 -0.9
H 0.2 -0.3 0.3
H 0.1 -0.3 0.1
H 0.0 0.2 0.2
H 0.2 0.0 0.2
H 0.1 -0.3 0.1
H 0.0 0.2 0.0
C -0.3 0.1 0.2
C 0.0 0.3 -0.2



(2)
The following is a DFT calculation (ωB97M-V/def2-TZVPD) of a cluster of 5 separate species, C25H57NO15S4Si in total in a non-equilibrium geometry.

- maximum force (eV/A) = 1.7
- HOMO (eV) = -9.441
- SMILES = [H]/N=C(\C)C[Si@](C)(O)CCCCCCOC(=O)C=C.CCOS(C)(=O)=O.CCOS(C)(=O)=O.CCOS(C)(=O)=O.CCOS(C)(=O)=O
- net charge = 0
- orbital gap (eV) = 9.805
- calculated total energy (Ha) = -4052.35107

Last column: Löwdin charge in e.
Geometry (Å):
O -1.384598 -1.838276 -0.503542  -0.294
S -4.470147 -6.594998 1.842655  0.568
O -3.474293 -7.564408 2.179257  -0.274
C -3.365362 -4.797522 -1.870046  -0.076
S 3.379522 -1.472634 -6.149807  0.563
C -1.780764 3.387336 -0.923849  -0.218
H 5.216180 -0.141018 -6.749370  0.074
H 4.002540 -1.751090 -2.631819  0.084
S -2.453854 -1.705282 -1.451345  0.556
C -2.996151 2.855431 -0.165619  -0.210
O 7.401637 0.573188 1.836273  -0.261
H -0.000398 6.327114 -0.936878  0.074
H 5.580993 -0.541994 3.412542  0.078
H -3.087401 -4.751566 2.134884  0.077
C 4.281986 -0.416579 -7.230589  -0.124
C -4.714636 3.184499 4.074277  -0.504
O 5.912499 2.216608 2.912864  -0.275
H 2.504619 6.858884 -0.648160  0.025
C -2.061923 -4.138971 -2.271182  -0.242
H 2.379201 0.071468 -3.197203  0.093
H -1.310649 -4.227885 -1.484462  0.113
H 2.101601 0.394925 1.221367  0.078
O 5.513268 1.505986 0.564343  -0.282
H -4.376284 2.903911 6.266410  0.109
O -4.849659 -6.394199 0.477639  -0.278
H -4.810442 -4.323051 2.332989  0.078
H 9.238467 2.187164 2.956995  0.086
H 8.082162 1.619732 0.170400  0.115
H 3.629858 5.590162 -1.039566  0.026
C 1.645473 1.751834 -0.387797  -0.475
C -1.336217 4.742319 -0.368037  -0.256
H -4.728445 2.633035 1.579634  0.117
C 8.934647 2.500789 1.958569  -0.073
O 2.049163 -1.649402 -6.646456  -0.276
H -6.874330 -7.828630 1.217988  0.114
O -5.856367 3.149758 3.666583  0.108
C 8.438140 1.315078 1.155747  -0.246
H -1.202394 -0.198757 -2.752651  0.064
C -6.098320 -9.307395 2.600306  -0.074
O -2.222904 -2.746549 -2.627102  -0.260
H -4.389870 5.664233 5.013042  0.072
H 3.274957 3.016084 -0.834719  0.083
H 5.157958 -0.995582 1.729776  0.079
H 3.368090 6.016906 0.665425  0.029
H -3.938134 -5.186244 3.641497  0.075
H 0.722326 0.160688 -0.542934  0.048
H -2.124518 5.459078 -0.600274  0.111
O -3.817311 -1.767576 -1.021941  -0.277
Si 1.514979 4.604511 -0.174338  0.492
H -2.437730 0.603319 -1.747421  0.044
H -3.275904 5.217984 6.414217  0.058
H -3.759899 -4.372832 -0.949988  0.055
H -5.836714 -9.379070 3.655819  0.085
H -1.657261 -4.618393 -3.160120  0.122
O -5.781014 -6.865046 2.702715  -0.263
H 8.159184 3.256295 2.074108  0.070
H 9.785014 2.960785 1.455156  0.082
H -3.677821 3.697284 -0.022708  0.114
C -3.964183 4.893744 5.646412  0.034
H 9.245871 0.602396 1.004177  0.122
H -2.217065 1.306602 1.060943  0.109
C 2.188935 3.019125 -0.965847  -0.174
C -2.644292 2.296497 1.225000  -0.148
H 3.016052 -2.899176 -3.524524  0.069
C -6.654640 -7.933882 2.281581  -0.250
O 4.187470 -2.608650 -5.830329  -0.277
H 3.679383 0.459524 -7.451664  0.074
O -3.629334 2.875093 3.349896  0.017
H -3.543537 2.089392 -0.714658  0.100
H -4.120559 -4.657248 -2.643449  0.090
N 1.002250 0.941349 -1.141115  0.134
C -2.229774 -0.241826 -2.399752  -0.108
C 2.986455 -1.965774 -2.963962  -0.070
C -4.039355 -5.051230 2.568218  -0.116
H -0.964442 2.663361 -0.941121  0.088
H 1.453042 -1.047976 -4.187507  0.113
H -2.093478 3.566130 -1.955299  0.116
H 4.078814 0.072028 2.673577  0.059
H -7.584152 -7.773133 2.823734  0.121
O 1.172950 4.427067 1.454122  -0.146
H 2.756623 2.037726 1.391134  0.063
S 5.948312 1.210367 1.897109  0.556
H -0.017713 5.005738 -2.082360  0.084
C -3.889827 2.201694 2.115171  -0.154
C 2.451297 -0.825540 -3.807400  -0.249
H -1.880768 2.915273 1.690369  0.108
O 3.334581 -0.489435 -4.903611  -0.265
C -4.325643 3.618417 5.455205  -0.061
H 1.998279 3.031428 -2.037519  0.087
C 2.888344 5.901017 -0.303988  -0.147
C 5.110101 -0.219180 2.488238  -0.115
H 1.059087 1.774261 1.684898  0.083
H -3.216153 -5.864054 -1.708103  0.080
H -1.242452 4.689773 0.714605  0.088
C 1.895587 1.449723 1.069833  -0.039
H 2.347188 -2.111954 -2.092368  0.076
C -0.032116 5.239367 -1.017119  -0.223
H -6.837775 -10.072626 2.363379  0.081
H -2.932029 -0.254881 -3.229028  0.082
H 4.478870 -0.984155 -8.137161  0.076
H 1.969939 4.227069 1.947469  0.050
H -4.114943 1.150367 2.284625  0.133
H -5.197945 -9.515251 2.024628  0.070

Cartesian forces, eV/Å:
O -0.1 0.0 0.2
S -0.2 0.3 0.4
O 0.1 -0.1 -0.2
C -0.1 0.2 0.0
S 0.1 0.4 0.1
C -0.5 0.2 -0.1
H 0.0 0.0 0.0
H 0.0 0.0 0.1
S 0.1 0.2 -0.7
C 0.3 0.2 0.6
O -0.1 0.0 0.0
H 0.1 0.1 0.0
H 0.0 0.0 0.0
H 0.0 0.0 0.0
C 0.0 0.1 0.0
C -1.6 0.3 0.3
O -0.1 0.2 -0.1
H -0.1 0.2 0.2
C 0.0 -0.6 0.1
H 0.1 0.1 -0.2
H 0.0 0.2 0.0
H -0.1 -0.1 0.0
O 0.0 0.3 0.0
H 0.9 -0.4 -0.2
O 0.0 -0.2 -0.1
H 0.0 0.0 0.0
H 0.1 0.0 0.0
H -0.1 0.0 0.0
H 0.2 0.0 0.1
C -0.2 -0.5 -0.6
C 0.1 -0.2 -0.5
H -0.2 0.2 0.3
C -0.2 0.1 0.1
O 0.0 -0.2 0.0
H 0.1 0.1 0.0
O 0.8 -0.2 0.0
C 0.4 0.3 -0.2
H 0.0 0.0 0.0
C 0.2 0.0 0.0
O 0.0 0.1 0.0
H 0.8 0.0 -0.6
H 0.1 0.1 0.1
H 0.0 0.0 0.0
H 0.2 0.1 0.0
H 0.0 0.0 0.0
H -0.2 -0.3 -0.3
H -0.1 0.0 0.2
O 0.1 0.0 0.3
Si 0.4 0.8 -0.3
H 0.0 -0.1 0.1
H -0.7 0.0 0.7
H 0.0 0.0 0.0
H -0.1 0.0 0.0
H 0.0 0.2 -0.1
O 0.1 0.1 0.1
H 0.0 0.0 0.0
H 0.0 -0.1 0.0
H -0.2 0.0 -0.1
C -0.3 -0.5 -0.1
H -0.1 -0.2 0.1
H 0.2 -0.1 0.2
C -0.1 -0.2 0.5
C -0.3 0.0 -0.5
H 0.0 0.0 0.0
C -0.3 -0.5 -0.2
O -0.1 -0.1 -0.1
H 0.0 0.0 0.0
O -0.3 -0.2 0.3
H 0.0 0.0 -0.2
H 0.0 0.0 0.0
N 0.1 0.1 0.5
C 0.1 0.0 -0.1
C 0.1 -0.2 -0.2
C 0.0 0.0 0.0
H 0.1 -0.1 0.0
H 0.1 0.0 -0.2
H 0.2 -0.2 -0.2
H 0.0 0.0 0.0
H 0.1 0.2 0.1
O -0.1 -0.2 -0.5
H 0.1 -0.2 0.2
S 0.1 -0.6 0.2
H 0.0 0.0 -0.1
C 0.7 -0.3 -0.9
C -0.2 -0.2 0.6
H 0.0 0.1 0.2
O 0.1 0.0 -0.1
C 0.3 0.9 -0.1
H -0.1 0.0 -0.1
C -0.3 -0.5 -0.4
C 0.0 -0.1 0.0
H -0.2 -0.1 0.0
H 0.0 0.0 0.0
H 0.1 0.1 0.1
C 0.4 0.7 -0.1
H 0.0 0.1 0.0
C -0.1 -0.1 0.7
H -0.1 0.1 0.0
H 0.0 0.0 0.0
H 0.0 0.0 0.0
H 0.0 0.0 0.3
H -0.2 0.0 0.4
H 0.0 0.0 0.0